{"formula": "C25H30N4O3S", "method": "ωB97M-V/def2-TZVPD", "homo_energy_ev": -7.6, "e_tot_ev": -49349.8270, "orbital_gap_ha": 0.2896, "total_charge": 0, "lumo_ev": 0.29, "multiplicity": 1, "relative_energy_kj_mol": 180.78, "elements": ["S", "C", "H", "H", "C", "H", "C", "C", "C", "N", "H", "H", "C", "H", "C", "H", "H", "C", "C", "H", "H", "H", "H", "H", "H", "C", "C", "H", "C", "H", "N", "H", "C", "C", "H", "H", "H", "C", "H", "C", "C", "H", "C", "H", "C", "O", "O", "H", "C", "O", "C", "H", "H", "H", "C", "C", "C", "C", "H", "H", "N", "H", "N"], "coordinates": [[-0.57, -3.07, 4.73], [0.92, 3.86, -7.90], [0.68, -0.06, -4.40], [-1.76, 0.05, 7.41], [-1.13, -0.98, 1.31], [0.05, -0.92, 8.80], [-0.30, -2.21, 3.19], [-2.16, -0.40, 0.53], [-1.85, 0.26, -0.62], [0.32, -2.08, 5.76], [-1.77, 2.26, -2.42], [1.74, -2.13, 7.27], [0.90, -2.74, 6.92], [1.80, 1.85, -2.30], [-0.48, 0.36, -1.02], [-0.39, 6.10, -6.80], [1.72, 0.09, -2.13], [-1.04, 1.70, -3.01], [1.26, 2.83, -8.77], [-1.58, 0.98, -3.64], [-3.18, -0.49, 0.86], [2.26, -1.34, 1.16], [-2.17, -1.57, 6.81], [1.40, 3.04, -9.82], [1.37, 6.25, -6.54], [1.26, 0.83, -4.12], [0.42, 5.94, -6.09], [-1.49, -1.71, 9.19], [1.25, 0.96, -2.60], [0.24, 6.54, -5.20], [-0.11, 1.02, -2.13], [1.70, 0.74, -8.95], [0.20, -0.85, 0.82], [1.01, -2.10, 2.72], [0.82, 4.86, -8.30], [-0.78, -0.47, 5.14], [-2.36, -1.78, 2.91], [-0.73, -1.58, 8.41], [1.79, -2.56, 3.30], [-0.29, 2.70, -3.89], [-1.36, -0.94, 7.17], [1.28, -3.70, 6.57], [-1.36, -1.67, 2.51], [-1.01, 3.19, -4.55], [1.26, -1.44, 1.55], [-1.98, -3.06, 5.03], [0.09, -4.34, 4.69], [0.47, -0.11, 6.36], [-0.32, -0.82, 6.06], [0.47, 4.61, -5.64], [1.42, 1.55, -8.29], [0.17, 3.47, -3.26], [1.34, 0.28, -6.58], [-0.91, -3.59, 7.67], [0.87, 2.30, -6.05], [1.23, 1.29, -6.94], [-0.13, -2.93, 8.03], [0.74, 3.62, -6.55], [-2.63, 0.69, -1.23], [0.35, -3.39, 8.90], [0.72, 2.04, -4.70], [2.29, 0.70, -4.48], [0.49, -0.20, -0.31]], "lowdin_charge": [0.6810, -0.0326, 0.1293, 0.1126, -0.1489, 0.1117, -0.2843, -0.0036, 0.0115, -0.2404, 0.1217, 0.1295, -0.2043, 0.1337, -0.2759, 0.0962, 0.1144, -0.1328, -0.1012, 0.1360, 0.1202, 0.1133, 0.0986, 0.0992, 0.0972, -0.1501, -0.0856, 0.1093, -0.1257, 0.0943, -0.0691, 0.1003, -0.2170, -0.0501, 0.1000, 0.1149, 0.1217, -0.1997, 0.1159, -0.1360, -0.1824, 0.1099, -0.0052, 0.1288, 0.0060, -0.2901, -0.2809, 0.1304, -0.1996, -0.1144, -0.1014, 0.1286, 0.0992, 0.1150, -0.1578, -0.0271, -0.1756, -0.1982, 0.0968, 0.1125, -0.0861, 0.1318, 0.1546]}